Molecular formula: C76H152O19
Method: DFT, wB97M-V/def2-TZVPD

Geometry as XYZ:
```
247
Properties=species:S:1:pos:R:3:forces:R:3:lowdin_charge:R:1
C -1.7534 3.6571 2.2331 0.3 0.0 -1.5 -0.17
C -2.4124 3.6825 3.5791 0.6 -0.2 1.1 -0.15
C -3.3572 4.8823 3.6117 -0.5 -0.9 -1.1 -0.19
O -2.9945 5.6472 2.4820 1.0 1.3 -0.8 -0.15
C -2.3597 4.8453 1.4582 -0.5 -1.0 1.3 -0.15
H -1.9389 2.6917 1.7623 -0.1 0.1 -0.4 0.09
H -0.6686 3.7625 2.2251 0.0 0.0 0.5 0.07
H -1.6075 3.8642 4.2914 -0.2 -0.2 0.5 0.10
H -2.8672 2.7071 3.7514 -0.2 0.3 0.5 0.10
H -3.3416 5.4337 4.5518 0.4 0.4 -0.2 0.12
H -4.4014 4.6318 3.4246 -0.3 -0.6 0.4 0.11
H -1.5967 5.4001 0.9121 -0.3 0.3 0.1 0.11
H -3.1061 4.4290 0.7816 -0.2 0.4 -0.3 0.11
C 0.1862 -8.2880 0.8639 0.6 0.9 -0.1 -0.14
C -0.6647 -9.4702 0.5057 -0.3 -1.8 -0.2 -0.18
C -1.2965 -9.1114 -0.8025 -1.8 1.5 1.1 -0.24
O -0.3929 -8.2403 -1.4340 0.4 -0.2 -0.9 -0.14
C 0.1375 -7.3923 -0.4129 1.1 -1.2 -0.3 -0.17
H 1.1965 -8.6511 1.0526 0.1 0.4 0.0 0.11
H -0.1372 -7.7048 1.7261 -0.1 -0.3 0.1 0.10
H -1.3770 -9.8127 1.2563 -0.1 0.3 0.0 0.12
H -0.1059 -10.3677 0.2406 0.7 0.0 0.5 0.11
H -2.1360 -8.4599 -0.5600 -0.8 -0.2 0.1 0.09
H -1.7142 -9.9679 -1.3317 0.7 0.2 -0.7 0.13
H -0.4036 -6.4508 -0.3181 -0.4 -0.1 0.2 0.10
H 1.1416 -7.1668 -0.7720 0.0 0.3 0.2 0.10
C -1.5018 -3.4176 3.9133 0.6 0.7 -0.5 -0.13
C -1.4603 -3.5195 2.3775 -2.0 -0.3 0.9 -0.17
C -0.1243 -4.0964 2.1351 0.9 0.9 -0.7 -0.23
O 0.6842 -3.3216 3.0047 1.0 0.1 1.1 -0.15
C -0.0517 -2.9364 4.1948 -1.0 -1.0 -0.7 -0.16
H -1.6413 -4.4017 4.3608 -0.2 0.1 0.1 0.11
H -2.2080 -2.6814 4.2973 -0.2 -0.3 0.0 0.09
H -1.5483 -2.4986 2.0060 0.2 0.0 -0.4 0.09
H -2.2797 -4.1103 1.9680 -0.1 0.0 0.0 0.10
H 0.1903 -3.8748 1.1153 0.3 0.0 -0.1 0.11
H 0.0348 -5.1669 2.2646 -0.4 -0.2 0.4 0.12
H 0.0473 -1.8587 4.3251 0.0 0.0 0.0 0.10
H 0.2082 -3.4747 5.1062 1.0 0.1 -0.1 0.11
C 1.0476 -0.2998 -0.4032 0.5 -1.0 -0.1 -0.14
C 1.4582 -0.0317 1.0423 0.4 0.9 0.3 -0.13
C 0.1622 0.4178 1.7176 -0.6 -0.9 0.1 -0.18
O -0.8566 0.2541 0.7340 -1.1 0.7 -0.5 -0.15
C -0.4173 -0.6793 -0.2469 0.6 0.5 0.3 -0.18
H 1.6524 -1.1160 -0.7983 0.0 -0.2 -0.2 0.10
H 1.1804 0.5141 -1.1160 -0.1 0.3 0.3 0.09
H 2.2168 0.7392 1.1777 0.2 0.0 -0.2 0.10
H 1.8454 -0.9358 1.5122 -0.1 -0.1 0.0 0.10
H 0.0978 1.4198 2.1417 0.3 0.2 -0.4 0.10
H -0.1056 -0.2549 2.5325 0.2 -0.2 0.4 0.09
H -0.9636 -0.6106 -1.1876 -0.2 0.4 0.3 0.10
H -0.5735 -1.6729 0.1731 0.3 -0.5 -0.1 0.11
C 2.2584 1.9155 4.8776 0.8 -0.8 -1.1 -0.16
C 2.8385 1.6747 6.2665 0.3 0.1 -0.1 -0.16
C 2.0801 2.7110 7.0933 -0.1 -0.4 -0.5 -0.17
O 1.8160 3.8037 6.1872 0.6 0.3 1.0 -0.13
C 1.6081 3.2924 4.8877 -0.4 -0.8 0.2 -0.20
H 1.5696 1.1139 4.6112 -0.3 0.1 0.0 0.10
H 3.0360 1.8899 4.1141 0.0 -0.2 0.0 0.09
H 3.9205 1.8062 6.2731 0.1 0.7 0.0 0.09
H 2.7870 0.6409 6.6083 -0.8 0.0 0.1 0.11
H 2.6587 2.9942 7.9726 -0.2 0.6 -0.2 0.12
H 1.1213 2.2991 7.4083 -0.1 -0.1 0.2 0.11
H 1.9941 3.9639 4.1208 0.2 0.1 0.2 0.10
H 0.5452 3.1525 4.6912 -0.4 0.3 0.0 0.10
C -7.0900 2.8838 -4.9941 0.8 0.2 0.2 -0.18
C -5.9712 3.1086 -3.9730 -0.4 0.4 0.8 -0.15
C -5.8877 1.7674 -3.1849 -0.1 1.1 -0.8 -0.18
O -6.4190 0.7968 -4.0809 -0.7 -0.3 -0.8 -0.16
C -6.8976 1.4395 -5.3029 0.8 -0.6 -0.2 -0.20
H -6.8573 3.4846 -5.8733 -0.6 0.1 0.0 0.12
H -8.1003 3.0312 -4.6124 0.1 0.4 0.1 0.12
H -6.1550 3.9931 -3.3631 -0.1 -0.2 0.4 0.11
H -5.0419 3.3659 -4.4812 0.1 -0.5 -0.1 0.10
H -6.4822 1.7480 -2.2714 -0.1 0.2 0.1 0.11
H -4.8497 1.5747 -2.9137 0.1 -0.4 -0.1 0.10
H -7.7939 1.0217 -5.7614 -0.1 -0.6 0.7 0.12
H -6.1240 1.3134 -6.0603 0.3 0.0 -0.1 0.11
C -4.0436 -6.7054 -1.9901 0.0 -1.1 -0.4 -0.17
C -4.0172 -5.3921 -1.2576 -0.3 0.4 0.1 -0.18
C -4.0411 -5.8461 0.2160 -0.3 -0.5 -2.1 -0.17
O -4.6709 -7.1312 0.1425 -0.6 -0.7 1.3 -0.16
C -5.0816 -7.5202 -1.1685 1.8 1.8 -0.5 -0.16
H -3.0695 -7.1823 -1.8817 0.1 -0.1 -0.2 0.09
H -4.2465 -6.5955 -3.0554 -0.2 -0.1 0.0 0.11
H -4.9063 -4.8308 -1.5450 0.0 0.3 0.1 0.10
H -3.1181 -4.8303 -1.5108 -0.1 0.2 0.1 0.09
H -4.6101 -5.2084 0.8927 0.3 0.0 0.1 0.12
H -2.9801 -5.9673 0.4345 -0.1 -0.1 1.0 0.10
H -6.0542 -7.1169 -1.4503 -0.5 -0.4 0.3 0.11
H -4.9927 -8.6032 -1.2536 -0.2 0.2 0.0 0.12
C -1.8164 4.8763 -4.0512 -0.6 1.4 -0.9 -0.18
C -0.8795 3.7206 -3.9758 0.4 0.1 0.2 -0.17
C -1.5267 2.9397 -2.8734 -0.4 -0.5 0.7 -0.18
O -2.1729 3.8954 -2.0036 0.3 -0.5 0.3 -0.14
C -2.1553 5.1694 -2.6078 0.1 0.1 -0.3 -0.21
H -2.7488 4.6270 -4.5577 0.0 -0.3 -0.2 0.11
H -1.4013 5.7307 -4.5858 0.0 0.1 0.1 0.12
H 0.0805 4.0892 -3.6144 0.3 -0.1 -0.2 0.11
H -0.7429 3.1882 -4.9171 -0.1 -0.1 0.2 0.10
H -0.8100 2.3609 -2.2907 -0.1 -0.2 0.1 0.12
H -2.3234 2.2978 -3.2493 0.1 -0.4 -0.1 0.11
H -1.4039 5.8104 -2.1467 0.1 0.1 0.2 0.12
H -3.1373 5.6306 -2.5026 0.0 0.1 0.1 0.12
C -4.6991 0.6656 1.0909 0.3 -1.1 -0.2 -0.16
C -4.3630 -0.7188 1.6828 -0.2 0.0 -1.0 -0.17
C -3.8833 -0.4226 3.0627 0.0 0.6 -0.1 -0.20
O -4.4626 0.8616 3.3916 0.4 -0.3 0.7 -0.13
C -5.1974 1.3859 2.2953 -0.3 0.7 0.1 -0.22
H -5.4294 0.5886 0.2855 0.1 0.1 -0.1 0.11
H -3.7818 1.1452 0.7492 0.0 0.0 -0.2 0.11
H -3.5832 -1.2209 1.1102 -0.2 -0.3 -0.1 0.10
H -5.2726 -1.3127 1.7728 0.0 -0.2 -0.4 0.12
H -2.7938 -0.3909 3.0665 0.2 0.5 0.3 0.11
H -4.1848 -1.2363 3.7223 -0.2 0.4 0.5 0.11
H -5.0332 2.4541 2.1537 0.4 0.2 0.5 0.11
H -6.2704 1.3174 2.4741 -0.2 -0.5 0.0 0.12
C 3.7819 -3.5033 -0.0105 0.6 2.2 0.8 -0.20
C 3.2877 -4.1883 -1.2098 -0.6 -0.2 -1.8 -0.19
C 3.7281 -5.6129 -1.0005 -0.2 1.0 1.2 -0.16
O 3.5553 -5.7506 0.4331 -0.2 -2.2 -0.4 -0.14
C 3.6492 -4.5279 1.0969 0.2 1.0 -0.2 -0.21
H 3.2540 -2.5840 0.2429 -0.4 0.0 -0.1 0.09
H 4.7919 -3.1194 -0.1539 0.4 -0.5 0.0 0.11
H 3.6702 -3.8531 -2.1739 0.1 0.5 0.1 0.12
H 2.2026 -4.0925 -1.2470 -0.2 -0.4 -0.1 0.11
H 4.7917 -5.7152 -1.2157 0.1 -0.2 -0.3 0.12
H 3.1187 -6.2903 -1.5987 0.1 -0.4 0.5 0.11
H 4.5213 -4.4214 1.7420 0.2 -0.6 0.2 0.11
H 2.7686 -4.3570 1.7161 -0.2 -0.1 0.0 0.10
C 3.5755 4.1445 -0.3712 0.4 -0.1 0.2 -0.17
C 2.2665 3.6846 -0.8953 -1.2 -1.2 -0.7 -0.18
C 1.3030 3.6876 0.3031 1.7 0.1 0.3 -0.12
O 2.2459 3.6088 1.4637 -1.2 0.0 -0.5 -0.15
C 3.5849 3.4777 0.9966 -0.1 1.1 0.0 -0.20
H 3.4961 5.2314 -0.3518 0.5 0.1 0.5 0.12
H 4.4368 3.8477 -0.9696 -0.1 0.0 -0.1 0.09
H 2.3286 2.6336 -1.1775 0.2 -0.1 -0.5 0.09
H 1.9433 4.2631 -1.7608 -0.3 0.0 0.1 0.11
H 0.6627 2.8055 0.3005 0.0 0.0 0.1 0.10
H 0.6939 4.5914 0.3191 0.2 0.1 0.6 0.10
H 3.9108 2.4377 0.9785 -0.1 -0.2 -0.2 0.09
H 4.2562 4.0219 1.6610 -0.1 0.0 0.4 0.12
C -1.7578 -5.4937 -4.6531 0.0 -0.6 0.9 -0.15
C -1.0420 -4.9708 -5.8986 -0.7 1.3 -0.1 -0.14
C -0.1819 -3.8225 -5.3631 -0.9 0.0 0.6 -0.20
O 0.0588 -4.1768 -4.0148 2.2 -0.2 0.3 -0.16
C -1.0726 -4.8063 -3.4423 0.8 0.0 -1.3 -0.18
H -1.6222 -6.5745 -4.6137 -0.1 0.0 0.3 0.11
H -2.8285 -5.3036 -4.5784 0.0 0.1 -0.5 0.08
H -1.8003 -4.5680 -6.5700 0.2 -0.1 -0.4 0.11
H -0.4202 -5.6963 -6.4230 -0.2 -0.1 0.2 0.11
H -0.6961 -2.8665 -5.2636 -0.5 0.2 -0.7 0.09
H 0.7026 -3.6371 -5.9725 0.4 -0.3 0.5 0.12
H -1.6239 -3.9892 -2.9771 -0.7 -0.3 0.2 0.10
H -0.6956 -5.5329 -2.7225 -0.2 0.1 0.2 0.11
C 1.1513 7.3167 3.9239 0.1 0.1 0.8 -0.15
C 2.5057 7.7048 3.3484 0.7 0.7 0.4 -0.16
C 2.5295 7.1323 1.9510 0.2 -0.3 -0.5 -0.21
O 1.1986 6.7064 1.6447 0.6 0.1 0.0 -0.15
C 0.4684 6.4683 2.8688 0.6 0.9 -0.8 -0.17
H 0.5153 8.1752 4.1399 0.2 0.1 0.1 0.11
H 1.3351 6.7760 4.8523 -0.4 -0.1 0.1 0.11
H 3.3221 7.3443 3.9744 0.0 -0.5 -0.1 0.11
H 2.7084 8.7758 3.3460 -0.5 0.2 -0.2 0.11
H 3.2712 6.3395 1.8539 -0.3 -0.7 0.3 0.09
H 2.8954 7.8364 1.2038 -0.6 0.4 -0.1 0.11
H 0.4939 5.4056 3.1103 -0.4 0.0 -0.1 0.10
H -0.4958 6.9324 2.6616 -0.4 -1.0 0.2 0.12
C 4.8410 0.8147 -1.5444 -1.0 0.0 0.5 -0.19
C 6.3184 0.9722 -1.4375 1.0 0.2 0.0 -0.16
C 6.8569 -0.4833 -1.3533 -1.5 1.2 0.1 -0.16
O 5.8330 -1.2417 -2.0351 0.7 -0.5 -0.4 -0.14
C 4.6988 -0.4438 -2.3629 -0.4 0.1 0.5 -0.20
H 4.2795 1.6321 -1.9970 0.3 0.2 -0.1 0.10
H 4.4145 0.6864 -0.5495 -0.1 -0.2 0.1 0.10
H 6.6270 1.5924 -0.5959 0.1 0.0 0.0 0.11
H 6.6500 1.4512 -2.3587 0.4 0.0 0.0 0.11
H 6.8923 -0.8410 -0.3243 0.0 0.0 0.2 0.10
H 7.8704 -0.5364 -1.7509 -0.2 -0.5 -0.5 0.11
H 3.7713 -0.9464 -2.0887 0.1 -0.4 0.0 0.10
H 4.6016 -0.2094 -3.4229 0.5 -0.1 -0.3 0.11
C -0.0524 0.1800 -5.1755 0.1 -1.5 -0.2 -0.17
C 0.8801 1.0856 -5.9000 1.4 1.1 -0.7 -0.16
C 1.9508 1.5177 -4.8441 -1.6 -0.7 0.2 -0.17
O 1.6873 0.6450 -3.7368 0.0 0.1 0.8 -0.17
C 0.8880 -0.4719 -4.1755 -0.2 0.8 0.6 -0.17
H -0.5295 -0.5642 -5.8133 0.1 0.0 -0.2 0.10
H -0.8743 0.7258 -4.7121 0.2 0.0 0.4 0.10
H 0.3119 1.9021 -6.3456 0.4 0.2 -0.1 0.10
H 1.5363 0.6388 -6.6470 -0.8 -0.5 -0.5 0.11
H 1.7787 2.5627 -4.5862 0.3 -0.1 0.5 0.09
H 2.9797 1.3323 -5.1523 0.0 0.3 -0.3 0.11
H 0.3469 -0.9295 -3.3473 0.1 0.3 0.3 0.11
H 1.5598 -1.2474 -4.5434 -0.1 -0.1 -0.6 0.12
C 5.8197 -1.2818 3.8437 1.6 1.8 0.2 -0.15
C 6.7569 -0.0787 3.5611 1.2 -0.3 -0.5 -0.18
C 5.8436 1.1273 3.4388 0.0 -1.5 0.3 -0.18
O 4.7041 0.5514 2.7280 0.5 0.1 0.4 -0.16
C 4.7246 -0.8866 2.8905 -0.6 -0.6 0.4 -0.21
H 5.5861 -1.2292 4.9071 -0.5 -0.2 0.0 0.11
H 6.3289 -2.2193 3.6201 -0.3 0.0 0.0 0.11
H 7.2274 -0.1857 2.5837 -0.1 -0.3 -0.3 0.10
H 7.6281 0.0077 4.2104 -0.3 0.2 0.5 0.11
H 6.3190 1.9463 2.8991 -0.4 0.0 -0.3 0.12
H 5.5932 1.4611 4.4457 -0.6 0.3 0.0 0.10
H 4.9354 -1.4113 1.9587 -0.3 0.4 -0.4 0.11
H 3.7812 -1.2509 3.2973 -0.4 0.3 -0.4 0.12
C -4.7035 -1.8352 -2.5937 0.6 -0.2 1.0 -0.16
C -4.4570 -2.3225 -3.9904 -0.4 0.1 -1.3 -0.15
C -3.5597 -1.2431 -4.6527 -0.5 -0.9 2.2 -0.14
O -2.8118 -0.7347 -3.4979 0.3 0.0 -1.0 -0.17
C -3.3783 -1.1589 -2.2530 -1.0 0.7 -0.8 -0.20
H -4.8372 -2.6397 -1.8706 -0.3 -0.1 -0.1 0.09
H -5.5069 -1.1129 -2.4493 -0.1 -0.2 -0.5 0.10
H -5.3792 -2.4488 -4.5577 0.0 -0.1 0.0 0.12
H -3.9303 -3.2769 -3.9897 0.0 -0.1 0.1 0.09
H -4.2105 -0.4799 -5.0795 0.4 0.3 -0.1 0.10
H -2.8793 -1.7116 -5.3637 0.1 0.4 -0.1 0.10
H -3.6654 -0.2527 -1.7197 0.8 0.0 0.6 0.10
H -2.7051 -1.8273 -1.7162 0.2 0.2 0.1 0.10
C 3.8407 4.7063 -4.4876 -3.2 -2.4 -0.3 -0.20
C 4.9027 5.2819 -3.6718 1.2 0.3 1.1 -0.21
C 5.9126 5.6577 -4.7102 -1.0 -0.8 -1.0 -0.16
O 5.6112 4.7818 -5.8643 1.3 0.7 -0.5 -0.15
C 4.5364 3.8801 -5.5792 0.9 1.6 1.4 -0.18
H 3.0870 5.3807 -4.8939 0.5 0.5 -0.4 0.13
H 3.1883 4.0214 -3.9460 0.1 -0.1 0.6 0.08
H 5.2966 4.5310 -2.9868 0.0 0.0 0.1 0.10
H 4.7111 6.1950 -3.1082 -0.6 -0.3 0.2 0.12
H 6.9201 5.5466 -4.3092 0.2 0.1 -0.7 0.12
H 5.6181 6.6748 -4.9689 0.8 0.1 -0.6 0.12
H 4.9991 2.9641 -5.2118 -0.3 -0.3 0.3 0.11
H 3.9091 3.6119 -6.4293 0.2 0.5 -0.3 0.12
C -2.6388 -1.0775 7.1691 0.7 -0.2 -0.2 -0.14
C -3.4095 -0.2028 8.1817 0.5 -0.2 0.5 -0.15
C -2.2789 0.6656 8.7412 0.1 0.4 -0.7 -0.19
O -1.4935 0.9553 7.5711 -0.3 1.3 0.3 -0.16
C -1.3118 -0.2541 6.8918 -0.7 -0.7 0.7 -0.21
H -3.2122 -1.3883 6.2958 0.0 0.5 -0.2 0.08
H -2.3127 -2.0269 7.5937 -0.2 0.0 0.4 0.10
H -3.9169 -0.7584 8.9703 0.1 -0.3 0.0 0.11
H -4.1826 0.4287 7.7441 0.3 0.0 -0.3 0.11
H -1.6323 0.1988 9.4842 -0.1 -0.6 0.1 0.12
H -2.6081 1.5924 9.2110 0.0 0.2 -0.4 0.12
H -0.4629 -0.7226 7.3899 0.1 -0.7 -0.1 0.11
H -1.0214 -0.1141 5.8505 -0.4 0.3 0.0 0.10
```
Positions in Å, forces in eV/Å.

Values from the calculation:
ΔE to the lowest compared entry with this formula, charge and spin, kJ/mol: 35.8
LUMO level, Ha: 0.01888
E_HOMO, eV: -8.954
Charge: 0
2S+1: 1